Record 1
Below is a structure of composition C2H4I2NO2 in a non-equilibrium geometry, with properties calculated with ωB97M-V with the def2-TZVPD basis set.

## Properties
Energy above the lowest of the compared OMol25 structures with the same formula, charge and spin ... 0.0 kcal/mol
HOMO level ... -3.950 eV
Electronic energy ... -23923.1858 eV
LUMO energy ... 2.57 eV
Max |F| ... 4.87 eV/Å

ORCA input file:
```
! wB97M-V def2-TZVPD RIJCOSX def2/J DEFGRID3
* xyz -1 1
I 1.25546 1.99714 1.68684
I 2.74913 -0.64877 0.13097
O -1.38307 -1.04507 -2.85494
O -0.63169 0.72784 -1.91514
N -1.56840 -0.14745 -1.94888
C -0.18536 -0.35083 1.01738
C 0.91390 0.42455 0.35007
H -0.56337 -1.30541 0.61926
H -1.09471 0.16675 1.22054
H 0.31126 0.93150 -0.35090
H 0.19684 -0.75026 2.04479
*
```


Record 2
Below is a structure of composition C2H4I2O in a non-equilibrium geometry, with properties calculated with ωB97M-V with the def2-TZVPD basis set.

## Properties
Energy above the lowest of the compared OMol25 structures with the same formula, charge and spin ... 30.3 kcal/mol
HOMO level ... -9.240 eV
Electronic energy ... -20385.8820 eV
LUMO energy ... -0.02 eV
Max |F| ... 6.30 eV/Å

ORCA input file:
```
! wB97M-V def2-TZVPD RIJCOSX def2/J DEFGRID3
* xyz 0 1
I -1.83771 -1.41989 0.28355
I -1.32105 2.02609 0.20658
O 0.79763 -0.01714 1.99096
C -0.71631 0.22333 -0.61754
C 0.08995 -0.00606 -1.58172
H 0.53630 0.96871 -1.92490
H 0.37136 -0.88070 -2.05389
H 1.57975 -0.12063 1.32284
H 0.50008 -0.77370 2.37410
*
```


Record 3
Below is a structure of composition C2H4I2S in a non-equilibrium geometry, with properties calculated with ωB97M-V with the def2-TZVPD basis set.

## Properties
Energy above the lowest of the compared OMol25 structures with the same formula, charge and spin ... 57.2 kcal/mol
HOMO level ... -8.376 eV
Electronic energy ... -29172.1394 eV
LUMO energy ... -0.53 eV
Max |F| ... 3.12 eV/Å

ORCA input file:
```
! wB97M-V def2-TZVPD RIJCOSX def2/J DEFGRID3
* xyz 0 1
I -1.35850 0.41185 0.21249
I -0.99911 -3.75318 -1.88595
S -2.94261 -3.38238 0.51532
C 0.38849 0.52992 -1.10967
C -1.41147 -2.97699 0.00678
H 0.03384 0.24686 -2.03474
H 0.87344 1.53037 -0.96258
H -2.90849 -2.73250 1.85812
H 1.06804 -0.22305 -0.75440
*
```


Record 4
Below is an isolated molecule of C2H4IN in a non-equilibrium geometry, with properties calculated with ωB97M-V with the def2-TZVPD basis set.

## Properties
Energy above the lowest of the compared OMol25 structures with the same formula, charge and spin ... 9.0 kcal/mol
SMILES ... [H]/N=C(/C)I
HOMO level ... -9.633 eV
Electronic energy ... -11728.6196 eV
LUMO energy ... 0.47 eV
Max |F| ... 4.19 eV/Å

ORCA input file:
```
! wB97M-V def2-TZVPD RIJCOSX def2/J DEFGRID3
* xyz 0 1
I 0.15596 -1.41990 -2.04416
N 1.52191 0.00868 0.29639
C -0.93147 0.41437 0.42371
C 0.45896 -0.20525 -0.24816
H -0.49162 1.35390 0.77606
H -1.41104 -0.19320 1.13274
H 2.35742 -0.41979 0.03647
H -1.66012 0.46118 -0.37306
*
```


Record 5
Below is a cluster of 2 separate species, C2H4IN in total in a non-equilibrium geometry, with properties calculated with ωB97M-V with the def2-TZVPD basis set.

## Properties
Energy above the lowest of the compared OMol25 structures with the same formula, charge and spin ... 69.4 kcal/mol
HOMO level ... -8.956 eV
Electronic energy ... -11725.9987 eV
LUMO energy ... 0.21 eV
Max |F| ... 6.81 eV/Å

ORCA input file:
```
! wB97M-V def2-TZVPD RIJCOSX def2/J DEFGRID3
* xyz 0 1
I 2.32792 -0.05340 -0.20396
N -1.04480 0.01168 -0.59010
C 0.62471 1.11161 0.02265
C -0.97368 -1.06056 0.02577
H 0.71725 2.03131 -0.65091
H -0.14851 -1.42376 0.59325
H 0.29582 1.31049 0.92437
H -1.79871 -1.92736 -0.12106
*
```


Record 6
Below is a cluster of 2 separate species, C2H4IN in total in a non-equilibrium geometry, with properties calculated with ωB97M-V with the def2-TZVPD basis set.

## Properties
Energy above the lowest of the compared OMol25 structures with the same formula, charge and spin ... 98.7 kcal/mol
HOMO level ... -7.830 eV
Electronic energy ... -11724.7294 eV
LUMO energy ... -1.33 eV
Max |F| ... 1.83 eV/Å

ORCA input file:
```
! wB97M-V def2-TZVPD RIJCOSX def2/J DEFGRID3
* xyz 0 1
I -0.81891 -2.18175 -0.71603
N 0.31112 1.04635 0.76330
C 0.84380 0.06413 1.24138
C -1.24158 -0.26898 -1.19483
H -2.12970 0.20110 -0.82000
H -0.68062 0.22238 -1.96496
H 0.61441 -0.99671 0.93222
H 1.61521 0.03268 2.01511
*
```


Record 7
Below is a cluster of 2 separate species, C2H4IN2 in total in a non-equilibrium geometry, with properties calculated with ωB97M-V with the def2-TZVPD basis set.

## Properties
Energy above the lowest of the compared OMol25 structures with the same formula, charge and spin ... 52.9 kcal/mol
HOMO level ... -12.897 eV
Electronic energy ... -13209.3526 eV
LUMO energy ... -6.74 eV
Max |F| ... 5.12 eV/Å

ORCA input file:
```
! wB97M-V def2-TZVPD RIJCOSX def2/J DEFGRID3
* xyz 1 1
I -3.06276 0.79763 2.77634
N 0.41473 -0.44622 -0.78955
N 2.38133 0.90064 -1.29340
C 1.39170 0.26290 -1.04955
C -0.46202 -1.19042 -0.32531
H -1.49392 -1.26340 -0.69346
H 2.72565 1.64007 -2.02901
H -1.51304 1.16620 3.01894
H -0.38166 -1.86739 0.38500
*
```


Record 8
Below is a structure of composition C2H4INO in a non-equilibrium geometry, with properties calculated with ωB97M-V with the def2-TZVPD basis set.

## Properties
Energy above the lowest of the compared OMol25 structures with the same formula, charge and spin ... 201.6 kcal/mol
HOMO level (spin up / spin down) ... -8.482 / -8.770 eV
Electronic energy ... -13767.6785 eV
LUMO energy (spin up / spin down) ... -2.49 / -0.97 eV
Max |F| ... 5.32 eV/Å

ORCA input file:
```
! wB97M-V def2-TZVPD RIJCOSX def2/J DEFGRID3
* xyz 0 1
I -2.52457 0.47585 -0.40604
O 0.13749 -0.86105 1.73558
N 0.98050 -0.04321 -1.99178
C -0.52841 0.92760 0.03721
C 0.48667 0.01614 0.74808
H 0.76355 -0.19591 -0.56352
H 0.17008 -0.25278 -2.52046
H 1.35309 0.73307 1.01993
H -0.83840 -0.79971 1.94101
*
```


Record 9
Below is a structure of composition C2H4INO in a non-equilibrium geometry, with properties calculated with ωB97M-V with the def2-TZVPD basis set.

## Properties
Energy above the lowest of the compared OMol25 structures with the same formula, charge and spin ... 51.2 kcal/mol
HOMO level ... -9.190 eV
Electronic energy ... -13774.2024 eV
LUMO energy ... -0.25 eV
Max |F| ... 4.55 eV/Å

ORCA input file:
```
! wB97M-V def2-TZVPD RIJCOSX def2/J DEFGRID3
* xyz 0 1
I -2.87864 0.27892 -0.56364
O -2.02908 0.76007 1.09411
N 0.89643 0.72673 0.96907
C 0.98713 -0.62121 -1.09620
C 1.05556 0.04217 -0.02773
H 0.13957 -1.31022 -1.25024
H 1.75466 -0.60009 -1.80828
H 1.23731 0.33171 1.74771
H -1.16294 0.39192 0.93520
*
```


Record 10
Below is an isolated molecule of C2H4INO in a non-equilibrium geometry, with properties calculated with ωB97M-V with the def2-TZVPD basis set.

## Properties
Energy above the lowest of the compared OMol25 structures with the same formula, charge and spin ... 38.7 kcal/mol
SMILES ... [H]/N=C(\I)OC
HOMO level ... -9.978 eV
Electronic energy ... -13774.7419 eV
LUMO energy ... 0.31 eV
Max |F| ... 4.39 eV/Å

ORCA input file:
```
! wB97M-V def2-TZVPD RIJCOSX def2/J DEFGRID3
* xyz 0 1
I -3.92047 0.05198 0.01512
O -1.25106 0.89863 0.00899
N -1.29372 -1.65523 0.00089
C -1.95179 -0.61798 0.01747
C 0.16330 1.01772 0.00835
H 0.58808 0.61675 -0.85774
H -1.73133 -2.52820 0.10576
H 0.51101 0.55288 1.04664
H 0.29257 2.17262 -0.09544
*
```


Record 11
Below is a cluster of 2 separate species, C2H4INO in total in a non-equilibrium geometry, with properties calculated with ωB97M-V with the def2-TZVPD basis set.

## Properties
Energy above the lowest of the compared OMol25 structures with the same formula, charge and spin ... 52.9 kcal/mol
SMILES ... C=C=N.OI
HOMO level ... -9.238 eV
Electronic energy ... -13774.1283 eV
LUMO energy ... -0.87 eV
Max |F| ... 4.11 eV/Å

ORCA input file:
```
! wB97M-V def2-TZVPD RIJCOSX def2/J DEFGRID3
* xyz 0 1
I -0.11171 1.89235 -2.97479
O 1.15198 2.58329 -1.46366
N 0.57859 0.87304 0.91264
C -0.95884 -0.53796 -0.42798
C -0.24544 0.12253 0.38169
H 0.86406 1.85251 -0.86963
H -2.03302 -0.80305 -0.29549
H -0.53760 -0.85653 -1.38774
H 1.27784 0.63361 1.65133
*
```


Record 12
Below is a cluster of 2 separate species, C2H4INO in total in a non-equilibrium geometry, with properties calculated with ωB97M-V with the def2-TZVPD basis set.

## Properties
Energy above the lowest of the compared OMol25 structures with the same formula, charge and spin ... 67.6 kcal/mol
HOMO level (spin up / spin down) ... -8.816 / -9.227 eV
Electronic energy ... -13773.4880 eV
LUMO energy (spin up / spin down) ... -0.60 / -0.66 eV
Max |F| ... 3.35 eV/Å

ORCA input file:
```
! wB97M-V def2-TZVPD RIJCOSX def2/J DEFGRID3
* xyz 0 1
I -0.93466 -1.17720 -2.18668
O -0.00304 1.38972 1.12693
N 0.02494 -1.30522 0.72934
C -0.14881 0.87629 -0.08620
C -0.24288 -0.55397 -0.22860
H 0.27953 0.68407 1.73953
H -0.58939 1.54396 -0.80811
H 1.65642 0.85023 -0.91027
H -0.04211 -2.30788 0.62405
*
```